1.
The following is a quantum chemistry calculation of a structure of composition C30H39N8O5V, from the Open Molecules 2025 dataset.

The geometry in XYZ format:
```
83
C30H39N8O5V wB97M-V/def2-TZVPD
V 0.28136 -0.21764 0.28782
C 1.17925 2.42817 -0.78662
C -2.13084 0.58294 1.40107
C 4.01034 -2.80354 -0.82210
N 0.51659 -2.44561 0.16689
C 2.14623 2.35640 0.37923
H -4.26802 -2.12700 -1.76129
H 1.53492 -0.76288 4.75953
C -0.95800 -0.47656 -2.87517
C -0.40527 2.32989 3.52542
H 4.52455 -2.57169 1.99489
H 1.13793 -6.25483 0.31037
H 3.16853 2.51742 0.02450
H 0.46524 -2.62982 -1.87423
N -3.26238 -1.18562 -3.36159
O 2.01445 1.13188 1.05862
H -1.49698 0.29258 -1.09599
C 4.95022 -1.88119 1.26293
H -2.64478 0.81447 -3.28654
C 0.95607 -4.43179 1.42854
C 3.14033 0.30344 1.18757
H 0.18009 4.64650 -2.98696
H 5.16727 -0.93737 1.75333
H 5.89108 -2.29121 0.89970
H -4.00125 -0.38103 -1.57540
C -2.22686 -0.12887 -3.63395
N -0.92485 1.17940 1.43123
H -0.96931 3.18252 3.16411
H -4.72834 0.27440 1.44200
H -0.92614 3.60173 -2.05196
H 1.54919 5.60369 -1.66172
C -5.41617 1.46424 -0.23545
H 3.39768 -2.51881 -1.67090
C -3.54747 -1.32007 -1.88588
C 0.57355 -3.17947 -0.94792
C 0.97269 -5.18589 0.27210
C -4.46907 0.88350 0.58787
C 3.13867 -0.72973 0.06778
H 5.02266 -3.02635 -1.15755
C -0.33602 1.19780 2.73193
O 0.49646 1.44991 -1.11010
H -4.12465 -0.97325 -3.86265
N -1.18816 -0.62524 -1.44544
C 0.78568 -4.54330 -0.94846
C 0.92143 1.25232 5.20797
C 0.73815 -2.18547 2.55412
C -2.24360 -1.59932 -1.15417
O 0.97041 -2.68601 3.65193
H -3.24967 3.00355 -2.30735
H -0.52939 -1.39974 -3.28572
H 1.11023 -4.85038 2.41339
H 1.58504 5.05711 0.00985
C 1.82491 4.77607 -1.01599
O -2.60862 -0.24309 2.18420
H 1.90097 3.15143 1.08959
C 0.22233 2.36246 4.76604
C -4.98711 2.25098 -1.29813
N 0.49392 -0.91991 2.20524
H 3.58750 -3.69487 -0.35279
N 1.08345 3.59101 -1.43543
H 0.21201 2.89436 -3.21194
H 2.90148 4.62485 -1.10391
H -2.06634 -0.09429 -4.71049
N -2.69865 1.85985 -0.68578
H 4.06329 0.89085 1.18806
O 2.29757 -0.63636 -0.84057
N 4.05012 -1.70405 0.13044
H -2.92121 -2.08036 -3.71955
H 3.04152 -0.18966 2.15630
H -5.68717 2.74970 -1.95460
C 0.07303 3.69099 -2.48223
C 0.38704 0.08871 3.16853
H 0.81807 -5.09057 -1.88076
H 0.15521 3.24933 5.38301
H 1.40122 1.26560 6.17824
H -2.43561 -1.60717 -0.07920
C -3.62212 2.40189 -1.48130
H -6.47229 1.31806 -0.04790
H -1.88640 -2.59878 -1.41938
C 1.00677 0.11392 4.41530
H -0.22603 0.31382 -3.01869
C 0.72598 -3.06498 1.33310
C -3.11394 1.12608 0.35098
```

## Properties
LUMO energy (spin up / spin down)	-0.107 / -0.107	hartree
electronic energy	-2924.67560	Eh
2S+1	2
energy relative to the best compared isomer or geometry (same formula, charge and spin)	0.417	eV
total charge	+1
largest force on an atom	1.0	eV/Å
⟨S²⟩	0.765
E_HOMO (spin up / spin down)	-8.31 / -7.74	eV



2.
The following is a quantum chemistry calculation of a structure of composition C30H40AsN8O2RuS2, from the Open Molecules 2025 dataset.

The geometry in XYZ format:
```
84
C30H40AsN8O2RuS2 wB97M-V/def2-TZVPD
C 4.26066 -0.04675 -0.34824
C -4.20047 -2.57716 0.15647
O -2.78674 2.12766 -1.30928
C 3.03315 -5.35830 -0.51534
C -0.97188 1.13252 -2.51891
H 3.03069 1.94860 2.21403
C 3.02184 -4.42220 -1.54218
H -3.37599 2.85564 -2.83679
H 3.36738 1.88553 -0.61278
N -4.75173 4.34981 -5.35205
H -1.04359 0.18000 -4.43261
H 3.10347 -4.74762 -2.57018
H 4.92794 -1.20142 2.40457
H -4.56643 4.65123 -2.15214
H 3.06563 -0.51912 6.21910
H -4.47216 3.79143 -6.13890
N -2.82287 -2.13625 -0.02107
H -4.62545 -2.89124 -0.79784
C 1.72047 -0.35048 3.11430
C 2.93073 -4.94909 0.80649
Ru 0.51759 0.33292 0.12570
H 5.05909 -1.12475 4.88051
S 0.19656 -0.03895 2.35074
C 2.92035 -3.07449 -1.24668
H 0.28328 3.19068 -1.58445
C -1.83584 1.36022 -1.23891
H -4.25929 -3.40588 0.86532
H -3.99149 1.83720 -5.49213
H 5.37308 -1.88718 -0.26141
C 5.39679 -0.83453 -0.51764
H 2.92102 -2.33216 -2.03909
C 6.55188 -0.26006 -1.02563
H -4.79590 -1.75200 0.53506
H -3.75836 0.63936 -3.10727
H 0.41117 -0.39608 -2.48723
H -1.72596 -0.78564 -3.12244
N 0.34466 0.55857 -2.13857
H 7.43846 -0.86527 -1.15487
N -2.21468 -3.94592 -1.31799
C 6.57199 1.08462 -1.36962
N 1.20122 2.57994 0.26779
C 0.87186 4.74483 -0.16127
H 2.93796 -5.67992 1.60346
C -4.38221 4.05874 -4.10594
C 2.82173 -3.60005 1.11047
H -5.35978 5.12936 -5.53828
H 0.62380 5.70335 -0.57836
C 2.86313 -0.66120 2.35478
H 5.44764 2.90778 -1.50358
N 1.48303 4.59420 1.05594
C -1.67657 0.22419 -3.54080
C -1.90925 -2.81596 -0.69206
C -3.09479 0.61947 -3.97238
H -1.50028 -4.44605 -1.82132
O -1.48073 0.70363 -0.20208
As 2.63408 -0.77112 0.42792
C 0.70082 3.48889 -0.64125
H -2.27716 2.19068 -5.23158
H -0.83486 2.12284 -2.95960
N -4.78490 4.85629 -3.11208
H 1.64907 2.39819 3.23327
C 2.36344 2.76378 2.49432
H 7.47743 1.52774 -1.76072
H 2.73466 -3.28303 2.14242
N -3.59683 3.03140 -3.82417
H 0.91932 -0.05154 5.09545
H -3.10092 -4.40861 -1.18886
C 1.80018 -0.29724 4.51607
C 4.12687 -0.88945 4.38518
C 4.27168 1.29634 -0.71927
C -3.22000 1.95202 -4.72943
H -3.44704 -0.17631 -4.62847
H 1.11679 1.08184 -2.54162
H 2.95311 3.55286 2.95771
H 1.73389 5.34444 1.68135
H -2.51943 -1.30588 0.46413
C 5.43264 1.86344 -1.22231
H -5.37214 5.65162 -3.29520
S -0.29368 -2.24752 -0.83370
C 4.05687 -0.93674 2.99283
H 3.12188 -6.41072 -0.74733
C 3.00216 -0.55859 5.14049
C 2.82847 -2.66344 0.08306
C 1.66842 3.28445 1.29230
```

## Properties
LUMO energy (spin up / spin down)	-0.400 / -0.394	hartree
electronic energy	-4882.00278	Eh
2S+1	1
energy relative to the best compared isomer or geometry (same formula, charge and spin)	1.928	eV
total charge	+3
largest force on an atom	2.4	eV/Å
E_HOMO (spin up / spin down)	-15.79 / -15.80	eV



What is the formula in the first record? C30H39N8O5V